[1]
14
Properties=species:S:1:pos:R:3:forces:R:3 method="wB97M-V/def2-TZVPD" smiles="C=C(CO)C(N)=O" e_tot_ha=-361.82841 homo_lumo_gap_ev=10.46 relative_energy_kcal_mol=32.9 spin_multiplicity=1
H 0.87426 1.19936 1.43309 -0.4 0.0 0.4
C -0.85011 0.78740 0.72269 0.2 2.5 -2.4
C 0.97553 -0.67575 -0.36637 -0.5 -0.5 0.0
H 1.19460 1.31386 -0.87371 0.3 -0.3 0.0
C -1.37331 -1.34017 -0.42328 0.5 0.2 0.0
H 2.62643 0.32733 -0.98121 -0.1 0.1 0.0
H -2.42640 -1.21928 -0.22488 -0.1 0.1 0.1
C -0.46949 -0.45540 -0.00526 -0.3 -0.5 -0.2
O 1.46558 -1.78298 -0.39849 0.2 0.0 0.0
O -0.03647 1.14706 1.77956 1.2 -0.1 0.7
H -1.07275 -2.18568 -1.01987 0.1 -0.2 0.0
H -0.72167 1.71695 -0.10203 -1.0 -2.1 1.7
H -1.86840 0.71428 1.10929 0.1 0.2 -0.3
N 1.68219 0.45302 -0.64953 0.1 0.6 0.1

=====

[2]
22
Properties=species:S:1:pos:R:3:forces:R:3 method="wB97M-V/def2-TZVPD" e_tot_ha=-400.50556 homo_lumo_gap_ev=8.47 relative_energy_kcal_mol=117.6 spin_multiplicity=1
H 2.80474 1.34778 -0.68897 3.1 0.7 -1.0
H -3.10381 1.64015 -0.21001 -0.2 0.3 -0.6
H -3.72377 0.70229 0.96943 0.7 -0.9 2.1
N -1.81675 -1.34552 -0.09636 -0.3 0.5 -0.3
C -0.60340 -1.58687 0.24289 -0.7 -1.1 0.4
H -4.14961 0.32573 -0.52896 -0.5 -0.8 -1.4
C 2.47678 -1.13147 -0.26182 -1.2 0.3 2.6
N -2.04819 -0.01511 -0.32586 -0.1 -0.9 0.5
H 0.80463 -0.18433 -1.43082 0.8 0.2 0.1
H 3.12995 -0.97209 0.69789 -1.1 0.1 -2.1
N -1.01415 0.82289 0.10230 4.2 -2.9 -1.1
H -1.31340 1.49630 0.75407 -0.4 0.4 1.7
H 1.87714 1.57938 0.78908 0.8 -0.1 1.1
H 1.28344 2.15795 -0.60213 -0.9 0.7 -1.2
H 2.94798 -1.12510 -1.16802 2.4 0.1 -2.0
C -3.28204 0.59331 0.00888 -0.9 1.6 -0.7
C 1.34332 -0.03324 -0.47468 -0.3 -1.9 1.5
H -0.39650 -2.66366 0.46598 0.1 1.2 -0.2
H 0.50160 -0.36795 1.69705 0.1 0.0 -2.7
C 1.89146 1.37512 -0.25601 -2.5 -1.6 1.0
H 2.10445 -2.17397 -0.20067 -0.3 0.6 0.2
C 0.28615 -0.44158 0.51676 -2.7 3.5 2.1